Computed, not measured: a molecular structure, C35H41IrN7O3P2Se in a non-equilibrium geometry, with ωB97M-V/def2-TZVPD.

Last column: Mulliken charge in e.
Atoms and positions in Å:
Ir: 1.782 -0.311 -1.742  1.767
C: -6.027 0.515 7.235  -1.243
C: -5.398 0.168 5.898  0.777
O: -4.439 0.814 5.384  -0.481
N: -5.898 -0.898 5.265  -0.093
C: -5.427 -1.206 3.958  -0.567
C: -5.302 -0.123 2.942  0.438
C: -5.604 1.272 2.974  -0.141
C: -5.395 2.006 1.802  -0.590
C: -5.038 1.421 0.583  -0.317
C: -4.960 -0.022 0.654  -0.279
N: -4.878 -0.672 1.781  -0.379
H: -5.624 1.485 7.364  0.351
H: -5.729 -0.205 7.997  0.362
H: -7.118 0.501 7.266  0.406
H: -6.677 -1.383 5.660  0.267
H: -6.076 -1.965 3.496  0.477
H: -4.437 -1.726 4.034  0.285
H: -6.044 1.786 3.850  0.353
H: -5.471 3.064 1.942  0.446
H: -4.854 1.941 -0.348  0.479
H: -4.737 -0.651 -0.223  0.447
O: -2.283 5.550 -0.909  -0.503
C: -1.945 4.914 -2.119  -0.682
C: -1.170 3.583 -1.816  0.596
C: -1.675 2.331 -2.353  -1.000
C: -1.011 1.157 -2.115  -0.427
N: 0.188 1.092 -1.520  -0.022
C: 0.551 2.193 -0.751  0.367
C: -0.053 3.433 -0.950  -0.604
C: 1.543 1.812 0.262  1.026
C: 1.483 2.533 1.521  -0.832
C: 2.205 2.086 2.643  0.435
C: 1.860 2.387 4.080  -0.895
O: 0.735 1.534 4.480  -0.479
C: 3.112 1.027 2.400  -1.079
C: 3.019 0.316 1.192  -0.345
N: 2.284 0.715 0.088  0.029
H: -3.283 5.666 -0.847  0.341
H: -1.279 5.536 -2.737  0.266
H: -2.807 4.535 -2.711  0.402
H: -2.579 2.433 -2.913  0.495
H: -1.482 0.221 -2.357  0.486
H: 0.162 4.234 -0.248  0.496
H: 0.982 3.548 1.508  0.161
H: 1.669 3.485 4.079  0.399
H: 2.728 2.241 4.790  0.396
H: 0.481 2.016 5.283  0.339
H: 3.806 0.735 3.214  0.410
H: 3.525 -0.643 1.150  0.559
C: 5.361 0.126 -1.486  -1.323
P: 4.042 -1.090 -1.796  0.623
C: 4.631 -1.573 -3.443  -1.196
C: 4.147 -2.446 -0.509  0.159
C: 5.349 -3.095 -0.055  -0.871
C: 5.319 -4.261 0.673  -0.806
C: 4.074 -4.663 1.195  -0.528
C: 2.880 -4.033 0.832  -0.861
C: 2.930 -2.882 -0.013  0.933
P: 1.487 -2.519 -1.094  0.280
C: 0.021 -2.748 -0.003  -1.570
C: 1.029 -3.667 -2.373  -1.241
H: 6.352 -0.274 -1.808  0.562
H: 5.448 0.308 -0.397  0.359
H: 5.132 1.043 -2.092  0.403
H: 5.718 -1.683 -3.378  0.506
H: 4.383 -0.746 -4.141  0.368
H: 4.280 -2.540 -3.881  0.365
H: 6.226 -2.660 -0.400  0.614
H: 6.267 -4.825 0.911  0.420
H: 3.961 -5.473 1.912  0.445
H: 1.912 -4.415 1.213  0.285
H: -0.904 -2.769 -0.636  0.357
H: -0.034 -1.959 0.765  0.297
H: 0.233 -3.742 0.376  0.706
H: 1.517 -4.623 -2.150  0.493
H: 1.592 -3.366 -3.300  0.272
H: -0.011 -3.804 -2.667  0.352
Se: -1.926 -1.940 -4.417  0.384
N: -1.090 -1.293 -5.984  -0.704
C: 0.077 -0.763 -5.663  0.772
C: 0.922 0.034 -6.471  -0.483
C: 2.013 0.651 -5.897  -0.720
C: 1.999 0.832 -4.530  -0.584
N: 1.341 -0.029 -3.690  0.164
C: 0.285 -0.756 -4.202  0.554
N: -0.498 -1.506 -3.424  -0.442
H: 0.692 0.077 -7.538  0.500
H: 2.792 1.022 -6.534  0.531
H: 2.636 1.564 -4.022  0.527

Output
**LUMO energy (alpha / beta)**: -10.399 / -13.368 eV
**HOMO level (alpha / beta)**: -16.9 / -18.0 eV
**Multiplicity**: 6
**Relative energy (zero: lowest compared OMol25 entry of this formula, charge and spin)**: 0.0 kcal/mol
**Total charge**: +4
**HOMO-LUMO gap (alpha / beta)**: 6.526 / 4.610 eV